# 1
DFT (ωB97M-V/def2-TZVPD) results for a gas-phase ion, H2N3O2S (charge -1).

CARTESIAN COORDINATES (ANGSTROEM)
H: -1.46 -1.35 -1.52
N: -1.07 -1.20 -0.51
N: -0.12 -0.32 -0.53
O: 0.37 0.25 -1.54
N: 0.35 -0.01 0.64
O: 1.40 0.91 0.49
S: -0.58 -0.01 2.22
H: 1.11 1.73 0.75

Output
* E: -19428.6949 eV
* total charge: -1
* spin multiplicity: 1
* SMILES: [H]/N=[N+](\[O-])N(O)[S-]

From a Löwdin analysis of the wavefunction, the atomic charges in e read: 0.07, 0.02, -0.51, -0.09, -0.57, -0.08, 0.14, 0.02

---

# 2
DFT (ωB97M-V/def2-TZVPD) results for 2 unconnected molecules or ions with the total composition H2N3O3S.

CARTESIAN COORDINATES (ANGSTROEM)
N: -2.96 -0.67 0.74
N: -3.31 -0.59 -0.32
N: -0.16 0.33 0.00
O: 1.88 -0.91 -0.90
O: 2.08 1.40 -0.33
O: 1.87 -0.35 1.42
S: 1.58 0.12 0.05
H: -0.60 -0.50 -0.32
H: -0.37 1.18 -0.34

Output
* E: -21482.9799 eV
* total charge: -1
* spin multiplicity: 1

From a Löwdin analysis of the wavefunction, the atomic charges in e read: 0.02, 0.01, -0.09, -0.40, -0.39, -0.42, 0.31, -0.02, -0.03

---

# 3
DFT (ωB97M-V/def2-TZVPD) results for a single H2N3O4PS molecule.

CARTESIAN COORDINATES (ANGSTROEM)
O: 3.18 -0.34 -1.11
N: 2.66 -0.33 -0.02
O: 3.13 -0.70 1.04
N: 1.37 0.22 0.05
N: 0.28 -0.34 0.20
P: -1.36 0.56 0.04
O: -1.72 0.22 -1.45
O: -2.10 -0.58 0.92
S: -1.77 2.42 0.38
H: -1.53 -0.66 -1.90
H: -2.14 -0.48 1.85

Output
* E: -32813.1036 eV
* total charge: 0
* spin multiplicity: 1
* SMILES: O=[N+]([O-])/N=N/P(O)(O)=S

From a Löwdin analysis of the wavefunction, the atomic charges in e read: 0.10, -0.44, 0.09, 0.05, -0.01, 0.14, -0.22, -0.20, 0.29, 0.13, 0.06

---

# 4
DFT (ωB97M-V/def2-TZVPD) results for a single H2N3OP molecule.

CARTESIAN COORDINATES (ANGSTROEM)
O: 3.59 -1.00 0.06
P: 2.96 0.68 -0.07
N: 1.36 0.43 0.13
N: 0.15 0.91 0.60
N: 0.54 -0.48 0.86
H: -0.54 1.11 -0.27
H: 0.37 -1.13 0.13

Output
* E: -15833.2328 eV
* total charge: 0
* spin multiplicity: 1
* SMILES: O=Pn1[nH][nH]1

From a Löwdin analysis of the wavefunction, the atomic charges in e read: -0.64, 0.91, -0.53, -0.02, 0.04, 0.16, 0.09

---

# 5
DFT (ωB97M-V/def2-TZVPD) results for 2 unconnected molecules or ions with the total composition H2N3PS.

CARTESIAN COORDINATES (ANGSTROEM)
H: 1.90 -2.38 -0.15
N: 2.54 -1.59 -0.54
N: 2.07 -0.51 -0.70
S: 0.47 -0.06 -0.21
H: 0.22 1.05 -0.85
N: -3.15 2.28 1.02
P: -4.05 1.21 1.44

Output
* E: -24623.2553 eV
* total charge: 0
* spin multiplicity: 1
* SMILES: [H]/N=N\S.N#P

From a Löwdin analysis of the wavefunction, the atomic charges in e read: 0.07, -0.06, -0.52, 0.68, -0.19, -0.56, 0.58

---

# 6
DFT (ωB97M-V/def2-TZVPD) results for a single H2N4O molecule.

CARTESIAN COORDINATES (ANGSTROEM)
N: -1.43 2.00 0.29
N: -0.61 1.22 0.17
N: 0.68 -0.57 -0.72
N: -0.23 -0.05 0.27
O: 0.09 -0.48 1.49
H: 1.29 -0.98 -0.15
H: 0.21 -1.14 -1.34

Output
* E: -8034.1966 eV
* total charge: 0
* spin multiplicity: 1

From a Löwdin analysis of the wavefunction, the atomic charges in e read: 0.23, -0.02, 0.14, -0.30, -0.15, 0.03, 0.07

---

# 7
DFT (ωB97M-V/def2-TZVPD) results for 2 unconnected molecules or ions with the total composition H2N4O4.

CARTESIAN COORDINATES (ANGSTROEM)
N: 0.44 -1.73 0.40
N: -0.17 0.04 -0.16
N: 0.42 0.60 -1.22
N: -1.11 0.60 0.77
O: 1.15 -0.01 -1.92
O: 0.17 1.79 -1.31
O: -0.82 0.41 1.94
O: -1.98 1.25 0.29
H: 0.45 -1.39 1.28
H: 1.43 -1.56 -0.06

Output
* E: -14169.5447 eV
* total charge: 0
* spin multiplicity: 3

From a Löwdin analysis of the wavefunction, the atomic charges in e read: 0.18, 0.11, -0.45, -0.37, 0.12, 0.12, 0.10, 0.15, -0.06, 0.09

---

# 8
DFT (ωB97M-V/def2-TZVPD) results for 2 unconnected molecules or ions with the total composition H2NO3S.

CARTESIAN COORDINATES (ANGSTROEM)
N: -1.37 -0.99 -0.10
O: 1.45 1.15 -1.20
O: 2.07 1.35 1.10
O: -1.67 0.25 0.31
S: 1.24 0.63 0.16
H: -0.92 -1.46 0.61
H: -0.80 -0.93 -0.88

Output
* E: -18498.4164 eV
* total charge: -1
* spin multiplicity: 1

From a Löwdin analysis of the wavefunction, the atomic charges in e read: -0.17, -0.58, -0.59, -0.32, 0.64, 0.01, 0.00

---

# 9
DFT (ωB97M-V/def2-TZVPD) results for a gas-phase ion, H2NO3S2 (charge -1).

CARTESIAN COORDINATES (ANGSTROEM)
N: -0.84 -0.25 -0.33
O: 2.82 -0.72 -0.20
O: 1.31 1.13 -0.61
O: 0.18 -0.74 0.48
S: -2.04 0.46 0.63
S: 1.84 0.19 0.37
H: -3.00 -0.42 0.51
H: -0.27 0.35 -0.85

Output
* E: -29334.7498 eV
* total charge: -1
* spin multiplicity: 1

From a Löwdin analysis of the wavefunction, the atomic charges in e read: -0.54, -0.51, -0.54, -0.53, 0.67, 0.68, -0.21, -0.03

---

# 10
DFT (ωB97M-V/def2-TZVPD) results for a molecular structure, H2NO3S2.

CARTESIAN COORDINATES (ANGSTROEM)
N: -2.97 -0.64 0.18
O: 1.82 -1.31 0.35
O: 1.67 0.52 -1.31
O: 1.67 1.22 1.00
S: -1.63 -0.15 -0.45
S: 1.16 -0.06 -0.03
H: -3.20 -1.47 -0.18
H: 1.48 1.89 0.45

Output
* E: -29334.7235 eV
* total charge: -1
* spin multiplicity: 1

From a Löwdin analysis of the wavefunction, the atomic charges in e read: -0.52, -0.49, -0.52, -0.29, 0.56, 0.48, -0.14, -0.08

---

# 11
DFT (ωB97M-V/def2-TZVPD) results for 2 unconnected molecules or ions with the total composition H2NO3S2.

CARTESIAN COORDINATES (ANGSTROEM)
N: 0.32 1.02 1.25
O: 0.07 -2.83 -0.29
O: -1.59 -2.58 1.51
O: -1.70 -0.84 -0.30
S: 0.53 1.29 -0.30
S: -0.61 -1.94 0.61
H: 0.31 -0.09 1.43
H: -1.65 -0.02 0.18

Output
* E: -29334.6846 eV
* total charge: -1
* spin multiplicity: 1

From a Löwdin analysis of the wavefunction, the atomic charges in e read: -0.54, -0.49, -0.52, -0.40, 0.52, 0.57, -0.05, -0.08

---

# 12
DFT (ωB97M-V/def2-TZVPD) results for a molecular structure, H2NO3S2.

CARTESIAN COORDINATES (ANGSTROEM)
N: 1.90 0.45 0.27
O: -0.60 -1.20 0.92
O: -2.60 0.30 0.44
O: -1.38 -0.79 -1.43
S: 0.66 1.63 -0.12
S: -1.33 -0.33 -0.04
H: 1.26 -0.21 0.72
H: 2.09 0.14 -0.76

Output
* E: -29335.9499 eV
* total charge: -1
* spin multiplicity: 1

From a Löwdin analysis of the wavefunction, the atomic charges in e read: -0.49, -0.43, -0.42, -0.41, 0.35, 0.45, -0.08, 0.02

---

# 13
DFT (ωB97M-V/def2-TZVPD) results for 2 unconnected molecules or ions with the total composition H2NO4P.

CARTESIAN COORDINATES (ANGSTROEM)
N: 1.01 0.58 -1.68
O: -0.89 -1.61 0.38
O: 0.45 -0.66 2.37
O: -1.77 0.39 1.69
O: 1.25 1.29 -0.49
P: -0.65 -0.53 1.40
H: 0.02 0.92 -2.27
H: 0.58 -0.36 -1.39

Output
* E: -18999.6405 eV
* total charge: -2
* spin multiplicity: 1

From a Löwdin analysis of the wavefunction, the atomic charges in e read: -0.36, -0.44, -0.42, -0.42, -0.58, 0.21, 0.02, -0.02

---

# 14
DFT (ωB97M-V/def2-TZVPD) results for a single H2NO4P molecule.

CARTESIAN COORDINATES (ANGSTROEM)
N: -0.80 0.09 0.69
O: -0.93 -0.84 1.42
O: -1.03 1.31 0.98
O: 0.74 -1.27 -0.55
O: 0.96 1.15 -0.69
P: -0.16 -0.05 -0.96
H: 0.59 -2.17 -0.87
H: 0.64 1.78 -0.02

Output
* E: -18999.3232 eV
* total charge: 0
* spin multiplicity: 1

From a Löwdin analysis of the wavefunction, the atomic charges in e read: -0.51, 0.07, -0.05, -0.23, -0.26, 0.86, 0.08, 0.05

---

# 15
DFT (ωB97M-V/def2-TZVPD) results for a gas-phase ion, H2NO4S (charge -1).

CARTESIAN COORDINATES (ANGSTROEM)
N: -0.83 -0.74 -0.13
O: 1.31 0.04 1.45
O: 1.38 0.29 -0.92
O: -1.38 -0.04 0.94
O: -0.91 -0.01 -1.35
S: 1.14 -0.65 0.20
H: -0.71 0.70 1.25
H: 0.01 0.41 -1.44

Output
* E: -20546.0965 eV
* total charge: -1
* spin multiplicity: 1

From a Löwdin analysis of the wavefunction, the atomic charges in e read: -0.34, -0.53, -0.53, -0.19, -0.20, 0.70, 0.10, -0.01

---

# 16
DFT (ωB97M-V/def2-TZVPD) results for a molecular structure, H2NO4S2.

CARTESIAN COORDINATES (ANGSTROEM)
N: 0.53 0.34 -0.40
O: -1.49 -1.04 0.34
O: 0.66 -2.10 -0.58
O: 0.58 -1.15 1.60
O: 0.57 1.31 0.58
S: -0.65 0.77 -1.57
S: -0.02 -1.19 0.32
H: 0.03 0.99 1.33
H: -0.23 2.07 -1.61

Output
* E: -31382.5172 eV
* total charge: -1
* spin multiplicity: 1

From a Löwdin analysis of the wavefunction, the atomic charges in e read: -0.66, -0.43, -0.36, -0.34, -0.19, 0.71, 0.32, 0.08, -0.14

---

# 17
DFT (ωB97M-V/def2-TZVPD) results for a single H2NOP molecule.

CARTESIAN COORDINATES (ANGSTROEM)
N: 0.24 0.86 -0.89
O: -0.51 -1.92 -0.17
P: 0.15 -0.57 0.22
H: 0.43 1.78 -0.39
H: -0.31 -0.16 1.22

Output
* E: -12855.5027 eV
* total charge: 0
* spin multiplicity: 1

From a Löwdin analysis of the wavefunction, the atomic charges in e read: -0.20, -0.44, 0.80, -0.03, -0.13

---

# 18
DFT (ωB97M-V/def2-TZVPD) results for 2 unconnected molecules or ions with the total composition H2O.

CARTESIAN COORDINATES (ANGSTROEM)
O: 0.36 0.42 -0.15
H: -0.62 -0.82 1.23
H: 0.26 0.40 -1.08

Output
* E: -2073.8330 eV
* total charge: 0
* spin multiplicity: 1

From a Löwdin analysis of the wavefunction, the atomic charges in e read: -0.25, 0.32, -0.07

---

# 19
DFT (ωB97M-V/def2-TZVPD) results for a single H2O3Si molecule.

CARTESIAN COORDINATES (ANGSTROEM)
O: 0.23 -1.15 0.34
Si: 0.98 0.17 -0.11
O: 2.36 -0.48 -0.56
O: 2.41 0.43 0.61
H: -0.66 -1.21 0.69
H: 0.30 1.28 -0.71

Output
* E: -14051.3463 eV
* total charge: 0
* spin multiplicity: 1
* SMILES: O[SiH]1OO1

From a Löwdin analysis of the wavefunction, the atomic charges in e read: -0.08, 0.30, -0.14, -0.15, 0.07, 0.01

---

# 20
DFT (ωB97M-V/def2-TZVPD) results for a single H2O4S2 molecule.

CARTESIAN COORDINATES (ANGSTROEM)
O: -2.05 -0.84 -0.89
S: -1.19 0.31 -0.62
O: -0.94 0.43 1.01
S: 0.90 -0.53 -0.80
O: 0.99 -1.24 0.51
O: 1.57 0.95 -0.68
H: -0.50 -0.40 1.31
H: 1.22 1.32 0.15

Output
* E: -29891.4582 eV
* total charge: 0
* spin multiplicity: 1
* SMILES: O=S(O)#S(=O)O

From a Löwdin analysis of the wavefunction, the atomic charges in e read: -0.50, 0.81, -0.37, 0.83, -0.51, -0.35, 0.04, 0.05